(1)
105
Properties=species:S:1:pos:R:3:mulliken_charge:R:1 method="wB97M-V/def2-TZVPD" e_homo_ev=-6.0783 homo_lumo_gap_ev=2.2 de_lowest_kj_mol=223.1 energy_ev=-150416.217
C -0.23 2.00 -5.47 -1.3286
C 0.48 0.74 -5.07 -0.2235
O 0.77 0.69 -3.68 -0.1883
C 1.35 -0.51 -3.43 0.0565
C 2.05 -0.56 -2.15 1.0344
C 2.85 -1.75 -1.90 0.3188
O 3.73 -1.72 -1.01 -0.7676
C 2.84 -3.04 -2.72 -1.4502
C 3.88 -3.09 -3.86 -0.6900
C 5.37 -3.23 -3.49 -0.6906
C 6.33 -2.23 -4.15 -0.9144
C 6.88 -1.09 -3.25 -0.5795
C 6.57 0.34 -3.72 -1.2732
C 5.11 0.76 -3.61 0.0952
C 4.68 1.02 -2.18 -0.4497
C 3.30 1.69 -2.08 -1.1642
C 2.30 0.73 -1.44 1.0276
O 1.34 -1.40 -4.29 -0.7276
H -0.53 1.84 -6.51 0.4042
H -1.13 2.20 -4.88 0.2602
H 0.44 2.86 -5.43 0.3062
H -0.13 -0.12 -5.36 0.3196
H 1.44 0.66 -5.59 0.3250
H 3.09 -3.84 -2.01 0.4082
H 1.86 -3.20 -3.19 0.5423
H 3.62 -3.94 -4.52 0.4604
H 3.74 -2.20 -4.49 0.3899
H 5.48 -3.24 -2.40 0.4356
H 5.67 -4.23 -3.84 0.3455
H 7.20 -2.81 -4.50 0.4228
H 5.86 -1.81 -5.04 0.4693
H 6.54 -1.23 -2.21 0.3352
H 7.98 -1.18 -3.24 0.3664
H 7.17 1.02 -3.10 0.3977
H 6.90 0.46 -4.76 0.3677
H 4.95 1.66 -4.23 0.4434
H 4.46 -0.01 -4.05 -0.2831
H 4.68 0.07 -1.63 -0.0041
H 5.40 1.68 -1.67 0.5699
H 3.39 2.58 -1.44 0.4204
H 2.96 2.05 -3.07 0.3039
H 1.34 1.23 -1.28 -1.1608
H 2.73 0.43 -0.48 0.3781
O -6.95 1.52 0.66 -0.3695
C -6.07 0.95 0.16 0.3628
Co -5.04 -0.01 -0.86 -0.0969
C -6.29 -1.20 -0.92 0.2681
O -7.24 -1.86 -1.00 -0.3502
C -5.43 0.61 -2.47 0.1721
O -5.75 1.00 -3.51 -0.3143
C -3.12 -0.42 -0.38 -0.5555
C -2.33 0.59 0.11 -1.1793
C -1.48 1.61 -0.22 0.8921
C -1.80 2.93 0.36 1.0155
C -1.62 4.19 -0.26 -0.9661
C -2.33 5.30 0.21 -0.5661
C -3.20 5.19 1.31 -0.7152
C -3.22 4.01 2.06 -1.0631
C -2.43 2.95 1.63 0.3362
Co -3.65 -0.11 1.32 1.0886
C -4.65 1.03 2.28 0.0263
O -5.29 1.61 3.05 -0.3611
C -4.93 -1.39 1.66 -0.4571
O -5.68 -2.13 2.14 -0.3557
P -2.34 -0.46 3.09 2.2479
C -2.61 0.21 4.78 0.1046
C -1.69 0.99 5.51 -0.5525
C -2.00 1.47 6.79 -0.7943
C -3.21 1.13 7.39 -0.5631
C -4.12 0.33 6.70 -0.7361
C -3.82 -0.13 5.41 -0.0612
C -2.26 -2.28 3.37 0.3070
C -2.00 -2.85 4.63 -0.7046
C -1.91 -4.24 4.76 -0.7143
C -2.09 -5.08 3.65 -0.6170
C -2.39 -4.52 2.41 -0.9190
C -2.47 -3.13 2.27 0.0698
C -0.61 0.05 2.74 0.9518
C 0.26 -0.85 2.12 -0.7191
C 1.52 -0.42 1.67 -0.7062
C 1.91 0.91 1.85 -0.5562
C 1.03 1.83 2.42 -1.3259
C -0.20 1.39 2.90 -0.7236
H -2.73 -1.31 -0.88 0.9426
H -0.74 1.51 -1.02 0.4274
H -1.03 4.23 -1.18 0.5061
H -2.29 6.24 -0.34 0.3965
H -3.81 6.04 1.62 0.4069
H -3.91 3.87 2.90 0.4298
H -2.38 2.02 2.22 0.3778
H -0.70 1.23 5.12 0.5382
H -1.28 2.11 7.31 0.4341
H -3.43 1.47 8.40 0.3840
H -5.06 0.05 7.16 0.4185
H -4.53 -0.79 4.90 0.3828
H -1.87 -2.21 5.50 0.4247
H -1.69 -4.67 5.74 0.4155
H -1.99 -6.16 3.75 0.3816
H -2.57 -5.14 1.54 0.4434
H -2.69 -2.71 1.28 0.1510
H -0.05 -1.90 1.98 0.3668
H 2.18 -1.12 1.17 0.5110
H 2.90 1.24 1.55 0.4727
H 1.29 2.89 2.51 0.4132
H -0.82 2.13 3.41 0.6673

(2)
112
Properties=species:S:1:pos:R:3:mulliken_charge:R:1 method="wB97M-V/def2-TZVPD" e_homo_ev=-4.8333 homo_lumo_gap_ev=7.2 de_lowest_kj_mol=51.8 total_charge=-1 energy_ev=-236163.011
Sc -0.39 -0.29 0.92 -0.7068
C -4.73 0.49 1.65 -0.7893
O -4.30 1.78 2.09 -0.5336
C -3.43 1.80 3.15 0.2096
C -3.71 2.60 4.23 -0.6106
C -2.82 2.71 5.30 -0.7994
C -1.64 2.00 5.27 -0.8753
C -1.31 1.20 4.16 0.8076
C -0.02 0.54 4.14 -1.4679
N 0.52 0.04 3.10 1.5433
N 1.76 -0.57 3.33 -1.1762
C 2.07 -1.28 2.29 0.0864
O 1.35 -1.38 1.23 0.2617
C 3.35 -2.03 2.28 0.1740
C 4.35 -1.77 3.21 -0.3704
C 5.55 -2.47 3.15 -0.7305
C 5.75 -3.44 2.18 -0.3817
C 4.74 -3.70 1.25 -0.8524
C 3.55 -3.00 1.30 -0.1221
C -2.20 1.09 3.07 0.9466
O -1.94 0.36 2.03 0.2721
H -5.82 0.46 1.73 0.3302
H -4.30 -0.30 2.25 0.3004
H -4.43 0.34 0.61 0.1875
H -4.65 3.15 4.23 0.4613
H -3.06 3.34 6.15 0.3738
H -0.94 2.07 6.09 0.4075
H 0.52 0.47 5.08 0.2590
H 4.18 -1.02 3.97 0.4394
H 6.33 -2.26 3.87 0.3894
H 6.68 -3.98 2.13 0.3880
H 4.89 -4.45 0.49 0.4292
H 2.76 -3.17 0.58 0.4710
C -1.49 0.60 -0.85 0.8576
Si -0.99 2.22 -1.47 -0.0840
C -0.28 3.22 -0.03 -1.0925
N 0.41 2.38 0.97 2.1401
C 1.76 1.97 0.50 0.7931
C 2.92 2.71 1.17 -0.8636
C 2.62 4.20 1.30 -0.8929
C 1.32 4.42 2.11 -0.7430
C 0.52 3.12 2.24 -1.2835
C -2.38 3.32 -2.15 0.7956
C -3.40 3.72 -1.28 -0.4080
C -4.49 4.45 -1.74 -0.7834
C -4.59 4.78 -3.08 -0.4590
C -3.60 4.38 -3.96 -0.7508
C -2.50 3.66 -3.49 -0.3733
C 0.28 2.08 -2.87 0.3333
C 1.07 3.17 -3.29 -0.0066
C 1.93 3.06 -4.37 -0.7040
C 2.03 1.86 -5.06 -0.7722
C 1.28 0.77 -4.66 -0.3122
C 0.42 0.88 -3.57 -0.5276
H -1.70 -0.11 -1.66 0.7784
H -2.42 0.75 -0.30 -0.9825
H -1.12 3.72 0.46 0.6376
H 0.37 4.03 -0.41 0.3156
H 1.80 2.13 -0.58 -0.3784
H 1.90 0.90 0.66 -0.7920
H 3.82 2.54 0.58 0.5081
H 3.11 2.28 2.16 0.2861
H 2.51 4.62 0.29 0.2365
H 3.46 4.72 1.76 0.5264
H 0.71 5.19 1.63 0.2397
H 1.55 4.78 3.11 0.5275
H -0.49 3.33 2.60 0.0864
H 0.99 2.47 2.97 0.4477
H -3.37 3.44 -0.23 0.1574
H -5.27 4.74 -1.04 0.4393
H -5.45 5.34 -3.44 0.3545
H -3.67 4.63 -5.01 0.3824
H -1.73 3.36 -4.19 0.3128
H 0.99 4.12 -2.77 0.4043
H 2.52 3.92 -4.67 0.3152
H 2.69 1.79 -5.92 0.3747
H 1.36 -0.17 -5.19 0.4237
H -0.15 0.02 -3.26 0.3026
Se 0.09 -2.42 -1.49 -0.3436
P -1.18 -3.62 -0.25 0.7463
Se -1.52 -2.86 1.73 -0.7629
C -0.45 -5.31 -0.19 0.4754
C 0.12 -5.78 0.99 -0.2149
C 0.76 -7.02 1.00 -0.7941
C 0.83 -7.78 -0.15 -0.4077
C 0.25 -7.31 -1.33 -0.7211
C -0.38 -6.08 -1.34 -0.4256
C -2.79 -3.91 -1.08 0.6743
C -3.96 -4.05 -0.33 -0.5245
C -5.17 -4.25 -0.96 -0.6471
C -5.24 -4.32 -2.35 -0.3703
C -4.08 -4.17 -3.10 -0.8201
C -2.86 -3.96 -2.47 -0.5076
H 0.07 -5.18 1.88 0.2810
H 1.21 -7.37 1.92 0.3911
H 1.33 -8.74 -0.14 0.3742
H 0.30 -7.90 -2.23 0.3898
H -0.80 -5.71 -2.27 0.2967
H -3.90 -3.98 0.75 0.3392
H -6.08 -4.35 -0.37 0.3885
H -6.19 -4.46 -2.84 0.3779
H -4.13 -4.20 -4.18 0.3780
H -1.97 -3.78 -3.05 0.3551
N 5.15 1.76 -3.33 -0.7550
N 4.69 0.92 -2.32 1.1003
N 5.50 0.26 -1.52 -1.2008
C 4.62 -0.31 -0.70 -0.2332
N 3.35 0.00 -1.02 -0.0002
N 3.42 0.79 -2.06 0.1033
H 5.86 1.25 -3.84 0.2732
H 4.34 1.91 -3.94 0.3126
H 4.89 -0.96 0.11 0.3820

(3)
119
Properties=species:S:1:pos:R:3:mulliken_charge:R:1 method="wB97M-V/def2-TZVPD" e_homo_ev=-3.8270 homo_lumo_gap_ev=7.3 de_lowest_kj_mol=0.0 total_charge=-2 energy_ev=-206284.650
Rb -4.67 -3.63 22.75 0.0280
O -3.82 -7.74 23.11 -0.3745
C -3.66 -7.96 21.73 -1.2116
C -4.65 -7.26 20.79 0.8627
N -4.42 -5.88 20.54 1.8877
C -5.59 -5.29 19.87 -0.2068
C -6.95 -5.08 20.58 0.1485
O -7.88 -4.84 19.80 -0.9045
O -6.98 -5.07 21.83 0.3309
C -3.28 -5.71 19.62 -1.0866
C -2.83 -4.22 19.52 0.6281
O -1.99 -4.04 18.62 -0.9370
O -3.28 -3.36 20.26 -0.3702
H -3.46 -6.89 23.48 0.3593
H -2.67 -7.67 21.44 0.3663
H -3.82 -9.00 21.58 0.5649
H -4.69 -7.88 19.89 0.3482
H -5.61 -7.37 21.26 -1.4481
H -5.36 -4.21 19.62 -0.8443
H -5.78 -5.78 18.89 0.3045
H -2.43 -6.30 19.99 0.1680
H -3.45 -5.98 18.53 0.1786
Cl -3.76 -6.15 28.79 -0.2576
C -4.51 -5.25 27.48 1.0728
Cl -5.93 -4.44 28.05 -0.1965
H -4.81 -5.98 26.67 -0.5673
H -3.79 -4.53 27.12 -0.0613
O -4.86 -1.12 21.53 -0.1127
S -4.50 0.34 21.32 -0.0230
C -2.81 0.70 21.98 -1.4022
C -1.64 -0.03 21.27 1.4737
C -0.34 0.27 21.91 -1.1190
C -0.05 -0.23 23.34 -1.1605
S -0.45 -2.08 23.56 0.2938
O -1.93 -2.20 23.27 -0.2462
C 0.47 -2.65 22.14 0.8957
C -0.15 -3.07 20.95 1.1685
C 0.60 -3.52 19.90 -0.2225
C 2.02 -3.43 19.95 -0.7738
C 2.63 -3.11 21.12 -0.7381
C 1.85 -2.72 22.23 -0.9272
C -3.98 0.37 19.56 0.0282
C -3.60 1.56 18.88 -0.3618
C -3.17 1.45 17.58 -0.5972
C -2.89 0.15 17.05 -0.4976
C -3.29 -0.99 17.73 -0.4030
C -3.86 -0.85 18.99 0.2730
H -2.85 0.52 23.00 0.7192
H -2.78 1.74 21.73 0.4788
H -1.68 0.32 20.25 0.4472
H -1.82 -1.10 21.20 -0.9841
H -0.19 1.37 22.01 0.4789
H 0.42 -0.15 21.23 0.2920
H -0.66 0.22 24.14 0.5823
H 0.98 -0.07 23.65 0.5346
H -1.23 -3.09 20.87 -0.9547
H 0.05 -3.88 18.99 0.3835
H 2.50 -3.73 19.04 0.3980
H 3.72 -3.06 21.17 0.3450
H 2.31 -2.52 23.23 0.3448
H -3.70 2.52 19.40 0.3455
H -2.96 2.33 17.01 0.3871
H -2.50 0.05 16.00 0.2790
H -3.07 -2.01 17.33 0.2620
H -4.25 -1.74 19.41 0.1880
C -10.60 -1.74 25.76 -1.0569
N -9.88 -1.90 24.50 0.0970
C -9.81 -3.07 23.91 0.1831
C -9.23 -3.21 22.67 -0.1578
C -8.59 -2.03 22.17 0.5685
N -8.60 -0.86 22.81 -0.7526
C -9.18 -0.77 24.02 0.3438
O -9.20 0.21 24.79 -0.7571
N -7.89 -2.11 21.04 -0.3083
H -10.06 -1.17 26.49 0.3465
H -10.82 -2.74 26.19 0.3047
H -11.52 -1.17 25.57 0.2996
H -10.26 -3.91 24.40 0.2331
H -9.05 -4.23 22.31 0.3357
H -7.94 -3.04 20.61 0.3200
H -7.35 -1.31 20.78 0.1365
Br 3.21 -4.95 25.51 -0.2028
C 1.71 -5.66 24.63 -0.2368
C 1.94 -6.29 23.39 -0.3166
C 0.85 -6.61 22.62 -0.6553
C -0.42 -6.26 22.94 0.1780
C -0.67 -5.66 24.23 0.0079
C 0.42 -5.33 24.99 -0.1185
C -2.07 -5.18 24.71 0.0809
O -2.04 -4.31 25.59 -0.8785
O -3.08 -5.65 24.18 0.0485
H 2.97 -6.48 23.09 0.3570
H 1.05 -7.16 21.70 0.3668
H -1.22 -6.52 22.30 0.2142
H 0.27 -4.79 25.91 0.4812
O -6.71 -5.37 25.10 -0.5388
S -6.51 -6.44 24.11 1.1037
C -8.22 -6.86 23.56 0.3486
C -8.53 -7.52 22.34 -0.1517
C -9.74 -7.92 21.96 -0.4070
C -10.83 -7.66 22.79 -0.6442
C -10.64 -6.93 23.97 -0.4960
C -9.32 -6.55 24.37 -0.6787
C -6.46 -8.04 25.08 0.3550
C -6.01 -9.14 24.32 -0.0531
C -5.76 -10.33 24.98 -0.6022
C -6.04 -10.49 26.34 -0.6122
C -6.46 -9.37 27.06 -0.7562
C -6.65 -8.11 26.47 -0.1870
H -7.71 -7.74 21.65 -0.1731
H -9.86 -8.44 21.02 0.4847
H -11.82 -8.05 22.46 0.2729
H -11.43 -6.67 24.71 0.4107
H -9.13 -6.06 25.32 0.5352
H -5.78 -8.93 23.27 -0.0504
H -5.29 -11.13 24.40 0.3302
H -5.76 -11.43 26.84 0.2958
H -6.64 -9.42 28.12 0.4254
H -7.00 -7.26 27.03 0.4693